Record 1
A molecular structure, C54H31Cl3GeN11STi, computed with ωB97M-V with the def2-TZVPD basis set.

Cartesian coordinates (Å):
Ti 0.2963 -0.4882 -0.0759
C 0.7503 -6.4429 -2.1289
C 1.6968 -6.7381 -1.1301
C 2.2621 -5.7430 -0.3581
C 1.8963 -4.4213 -0.6111
C 2.1483 -3.1697 0.0799
N 2.0961 -3.1838 1.4843
C 0.8990 -2.8705 1.8688
C 0.2346 -3.5231 3.0245
C 0.6796 -3.9908 4.2431
C -0.2191 -4.7110 5.0255
C -1.5038 -4.9940 4.5664
C -1.9309 -4.5566 3.3162
C -1.0544 -3.7974 2.5644
C -1.1747 -3.1818 1.2158
N -2.0520 -3.6221 0.3480
C -2.1811 -3.3412 -0.9480
N -1.5528 -2.3724 -1.7639
C -2.4302 -1.9402 -2.7648
N -2.5977 -0.7614 -3.2354
C -2.4262 0.3962 -2.3694
N -1.3289 0.3611 -1.3916
C -1.7496 -0.0319 -0.2459
N -0.2906 -1.8520 -1.6156
C 0.7320 -2.7069 -1.5022
N 1.6189 -2.1630 -0.6284
C 0.9377 -4.1277 -1.6125
C 0.3535 -5.1433 -2.3700
C -3.2262 -0.0583 -0.2170
C -4.1341 -0.3693 0.7783
C -5.4875 -0.2346 0.4894
C -5.9085 0.1876 -0.7680
C -4.9937 0.4665 -1.7792
C -3.6570 0.3467 -1.4760
C -3.3854 -3.0459 -2.9140
C -4.4088 -3.2492 -3.8250
C -5.2894 -4.2951 -3.5993
C -5.1786 -5.0841 -2.4450
C -4.1904 -4.8522 -1.5073
C -3.2683 -3.8342 -1.7550
N -0.1188 -2.3255 1.0551
H 0.3150 -7.2510 -2.7038
H 1.9723 -7.7711 -0.9547
H 2.9636 -5.9751 0.4329
H 1.6889 -3.7895 4.5773
H 0.0854 -5.0632 6.0037
H -2.1776 -5.5659 5.1934
H -2.9175 -4.7912 2.9373
H -0.3972 -4.9182 -3.1181
H -3.7985 -0.7003 1.7534
H -6.2246 -0.4546 1.2518
H -6.9687 0.2954 -0.9638
H -5.3161 0.7734 -2.7659
H -4.5086 -2.5947 -4.6815
H -6.0843 -4.4940 -4.3073
H -5.8922 -5.8832 -2.2818
H -4.1156 -5.4368 -0.5999
N 10.4148 0.6013 1.1632
C 9.2701 0.5596 1.0341
C 7.8499 0.5068 0.8735
C 7.1889 1.4699 0.1056
C 5.8205 1.4118 -0.0543
C 5.0519 0.3983 0.5475
C 5.7368 -0.5524 1.3290
C 7.1048 -0.5074 1.4850
C 3.6045 0.3223 0.3875
C 2.8261 0.1089 1.5737
C 3.2289 0.2975 2.9045
C 2.1041 0.0780 3.7130
C 1.0662 -0.2466 2.8592
N 1.4935 -0.2256 1.5672
C 3.0405 0.5092 -0.9074
C 3.7136 0.6633 -2.1296
C 2.7386 0.8183 -3.1273
C 1.5138 0.7425 -2.4982
N 1.6727 0.5470 -1.1556
H 7.7587 2.2700 -0.3499
H 5.3133 2.1755 -0.6273
H 5.1641 -1.3445 1.7931
H 7.6133 -1.2615 2.0723
H 4.2117 0.5987 3.2294
H 2.0411 0.1554 4.7873
H 0.0412 -0.4791 3.1043
H 4.7815 0.6523 -2.2720
H 2.9013 0.9807 -4.1815
H 0.5267 0.8127 -2.9220
S 0.1029 2.2921 0.8737
C -0.8595 2.5888 2.3274
C -0.6190 3.7155 3.1119
C -1.3573 3.9337 4.2652
C -2.3335 3.0294 4.6625
C -2.5684 1.9003 3.8898
C -1.8387 1.6848 2.7314
H 0.1391 4.4196 2.7997
H -1.1665 4.8201 4.8591
H -2.9060 3.2039 5.5660
H -3.3283 1.1856 4.1859
H -2.0194 0.8088 2.1247
Cl -0.4887 5.7627 0.3398
Ge -0.7916 3.7589 -0.8105
Cl -2.3305 1.8431 -3.4087
Cl -2.9896 3.4700 -0.2033

Forces on atoms 1 to 3 (eV/Å):
-0.36 0.13 -0.43
-0.01 0.00 0.00
0.00 0.01 0.00

The calculation puts the HOMO energy (alpha / beta) at -1.098 / -2.782 eV. The HOMO-LUMO gap (alpha / beta) comes out at 5.0 / 5.9 eV. As for the spin multiplicity: 4. Its charge is -2.


Record 2
A molecular structure, C54H40Cl3N2O6S2Ti, computed with ωB97M-V with the def2-TZVPD basis set.

Cartesian coordinates (Å):
Ti 1.4726 0.0020 -1.5264
Cl -1.4386 7.4446 1.8522
C -2.8974 6.5209 2.4673
Cl -3.2372 4.9361 1.6986
H -3.7268 7.1827 2.2487
H -2.6696 6.2312 3.4960
C -6.1072 -0.6383 -5.5926
C -5.1230 -0.7750 -4.4339
C -4.1570 0.2411 -4.2035
C -3.1730 0.1309 -3.2005
C -3.1574 -1.0666 -2.4591
C -4.1227 -2.0542 -2.5930
C -5.0463 -1.8952 -3.6422
S -1.7464 -1.2049 -1.3829
O -0.4441 -1.0012 -2.2290
C -1.5844 -2.9242 -0.8864
C -1.3618 -3.9775 -1.8406
C -1.2182 -5.2916 -1.5090
C -1.2622 -5.6832 -0.1792
C -1.2293 -7.0375 0.1951
C -1.1747 -7.4316 1.5378
C -1.2483 -6.4203 2.4978
C -1.2493 -5.0729 2.1631
C -1.2871 -4.6255 0.8027
C -1.5804 -3.2277 0.4337
C -1.9623 -2.2428 1.4505
C -3.2113 -2.3367 2.1832
C -3.9176 -3.5825 2.3434
C -5.0852 -3.5871 3.1078
C -5.7286 -2.4192 3.5218
C -5.0438 -1.2223 3.3600
C -3.7123 -1.1706 2.8334
C -2.9571 0.0198 2.9205
C -1.6891 0.0445 2.3616
C -1.1389 -1.0814 1.6915
S 0.6796 -1.0539 1.3932
O 0.7731 0.0115 0.2298
C 1.2755 0.0894 2.7410
C 1.7236 1.3655 2.4730
C 2.1644 2.2110 3.4716
C 2.1924 1.7764 4.7567
C 2.8551 2.6450 5.8210
C 1.8016 0.4059 5.0193
C 1.4127 -0.4312 4.0209
H -5.7094 -1.0608 -6.5500
H -6.3785 0.3671 -5.8365
H -7.0518 -1.1581 -5.3052
H -4.2361 1.1726 -4.7933
H -2.4039 0.8826 -3.0156
H -4.0084 -3.0130 -2.0530
H -5.7719 -2.6816 -3.7583
H -1.3142 -3.7600 -2.8801
H -0.9988 -5.9838 -2.2795
H -1.5129 -7.8377 -0.4895
H -1.2203 -8.5002 1.7774
H -1.2035 -6.7147 3.5517
H -1.1791 -4.3530 2.9609
H -3.6362 -4.4378 1.6809
H -5.5209 -4.5522 3.3975
H -6.7096 -2.4532 4.0133
H -5.5947 -0.3037 3.6224
H -3.4502 0.9425 3.2168
H -1.0604 0.9318 2.4215
H 1.7907 1.6652 1.4377
H 2.5559 3.2041 3.0715
H 2.3804 2.5095 6.7682
H 2.6962 3.6753 5.6062
H 3.9056 2.4469 6.0096
H 1.9014 -0.0006 5.9982
H 1.1234 -1.4542 4.1570
N 7.4040 0.9616 5.4330
C 6.8102 1.0685 4.4380
C 6.2954 0.9610 3.1005
C 5.5093 2.0324 2.6510
C 4.8145 1.8697 1.4483
C 4.9399 0.6863 0.6870
C 5.7464 -0.3453 1.1598
C 6.2864 -0.2832 2.4117
C 4.0748 0.4204 -0.4080
C 3.3024 0.6525 -1.3671
H 5.4042 2.9718 3.1748
H 4.0388 2.5303 1.1835
H 5.8305 -1.2615 0.5459
H 6.9677 -1.0708 2.7600
C 3.1110 3.2405 -6.4002
C 3.2223 3.6238 -4.9711
C 4.3120 4.2812 -4.3966
C 4.2087 4.9820 -3.2244
Cl 5.5688 5.7740 -2.5998
C 3.0038 5.0958 -2.4910
C 1.8439 4.6553 -3.1071
C 1.9717 3.8578 -4.2904
O 0.8932 3.2362 -4.8402
C -0.1360 2.8010 -3.9618
C 0.4921 1.8578 -2.9043
O 1.1785 0.8683 -3.3509
O 0.4258 2.1700 -1.6840
H 2.4183 3.8698 -7.0041
H 2.7074 2.2374 -6.5539
H 4.1234 3.2285 -6.8624
H 5.2907 4.3400 -4.8812
H 2.8891 5.6359 -1.5497
H 0.8055 4.9162 -2.7978
H -0.7660 2.1311 -4.6293
H -0.7271 3.5967 -3.5021
O 2.3402 -4.1087 -0.7779
C 2.2419 -2.9667 -1.0776
N 2.1021 -1.8540 -1.5056

Forces on atoms 1 to 3 (eV/Å):
-0.70 -1.05 -1.56
-0.80 -0.91 0.20
0.99 -0.14 -0.27

The calculation puts the HOMO energy at -9.739 eV. The HOMO-LUMO gap comes out at 6.0 eV. Its charge is +1.


Record 3
A molecular structure, C54H42AsBrCoF5N2PSSi, computed with ωB97M-V with the def2-TZVPD basis set.

Cartesian coordinates (Å):
Co 0.7008 -0.2184 2.0915
C -3.1461 1.4631 3.7833
Si -2.4887 0.9555 2.1046
C -3.9783 0.5342 1.0273
C -1.6646 2.4074 1.2729
N -1.3160 -0.3086 2.2979
C -1.7326 -1.4691 2.9467
C -2.9796 -2.1000 2.7729
C -3.3149 -3.2846 3.4189
C -2.4218 -3.9150 4.2714
C -1.1782 -3.3279 4.4745
C -0.8857 -2.1547 3.8267
F 0.3491 -1.6048 4.0536
H -3.9122 2.2402 3.7029
H -2.3472 1.8435 4.4252
H -3.5963 0.6005 4.2831
H -4.2541 1.4003 0.4180
H -4.8470 0.2573 1.6304
H -3.7716 -0.2926 0.3415
H -2.4052 3.1650 1.0002
H -1.1781 2.0821 0.3487
H -0.9197 2.8806 1.9174
H -3.6907 -1.6626 2.0856
H -4.2893 -3.7225 3.2393
H -2.6822 -4.8377 4.7719
H -0.4371 -3.7659 5.1307
F 4.0919 5.6527 4.2683
C 3.5775 4.7328 3.4580
C 3.9747 4.6675 2.1399
F 4.8743 5.5318 1.6725
C 3.4325 3.7026 1.3084
F 3.8519 3.7277 0.0382
C 2.4980 2.7704 1.7417
P 1.7565 1.5517 0.5612
C 3.1126 0.5975 -0.2099
C 4.4801 0.7755 -0.0609
C 5.3653 -0.0218 -0.7770
C 4.8961 -0.9985 -1.6436
C 3.5287 -1.2076 -1.7705
C 2.6494 -0.4231 -1.0440
C 1.3518 2.7254 -0.8219
C 1.6823 2.4582 -2.1493
C 1.3711 3.3671 -3.1539
C 0.7134 4.5489 -2.8530
C 0.3700 4.8205 -1.5345
C 0.6900 3.9191 -0.5318
C 2.0899 2.8827 3.0773
Br 0.7564 1.7984 3.8691
C 2.6256 3.8422 3.9189
F 2.2402 3.9444 5.1910
H 4.8747 1.5087 0.6278
H 6.4307 0.1228 -0.6497
H 5.5946 -1.6064 -2.2043
H 3.1418 -1.9818 -2.4227
H 1.5834 -0.6112 -1.1217
H 2.1975 1.5485 -2.4198
H 1.6495 3.1424 -4.1761
H 0.4760 5.2568 -3.6370
H -0.1482 5.7377 -1.2835
H 0.4183 4.1564 0.4904
S 4.7405 -2.1457 2.0589
C 4.9716 -0.7569 3.0219
C 3.8149 -0.0490 3.1758
C 2.6827 -0.6111 2.5055
C 3.0618 -1.7652 1.8728
C 2.1115 -2.6530 1.2021
C 2.4533 -3.9096 0.7010
C 1.4517 -4.7674 0.3001
C 0.1287 -4.3555 0.3969
C -0.1280 -3.0645 0.8163
N 0.8349 -2.2196 1.1814
H 5.9479 -0.5412 3.4295
H 3.7865 0.8531 3.7762
H 3.4925 -4.2094 0.6714
H 1.6929 -5.7605 -0.0579
H -0.6880 -5.0235 0.1601
H -1.1425 -2.6895 0.8708
C 1.5294 -2.0515 -5.0906
C 1.0294 -0.7569 -5.0656
C 0.1714 -0.3559 -4.0478
C -0.1949 -1.2489 -3.0451
C 0.3234 -2.5417 -3.0674
C 1.1726 -2.9448 -4.0887
As -1.2661 -0.6965 -1.4932
C -2.8512 -1.7952 -1.7766
C -3.0070 -3.1382 -1.4673
C -4.2391 -3.7520 -1.6484
C -5.3163 -3.0158 -2.1286
C -5.1636 -1.6731 -2.4394
C -3.9293 -1.0556 -2.2677
C -3.6320 0.3671 -2.5381
C -4.5485 1.3066 -2.9956
C -4.1578 2.6244 -3.1794
C -2.8537 3.0142 -2.8987
C -1.9361 2.0821 -2.4294
C -2.3149 0.7567 -2.2656
H 2.1908 -2.3639 -5.8887
H 1.3050 -0.0548 -5.8428
H -0.2170 0.6559 -4.0457
H 0.0675 -3.2426 -2.2797
H 1.5626 -3.9553 -4.0979
H -2.1715 -3.7181 -1.0956
H -4.3607 -4.8006 -1.4089
H -6.2805 -3.4904 -2.2558
H -6.0084 -1.1085 -2.8136
H -5.5708 1.0178 -3.2054
H -4.8779 3.3535 -3.5285
H -2.5494 4.0447 -3.0316
H -0.9296 2.4004 -2.1900

Forces on atoms 1 to 3 (eV/Å):
-0.56 -0.47 -0.25
-0.05 0.05 0.07
0.06 -0.06 -0.06

The calculation puts the HOMO energy (alpha / beta) at -7.191 / -7.216 eV. The HOMO-LUMO gap (alpha / beta) comes out at 7.3 / 7.3 eV. As for the spin multiplicity: 4.


Record 4
A molecular structure, C54H42Cl2N7O4P2STl, computed with ωB97M-V with the def2-TZVPD basis set.

Cartesian coordinates (Å):
Tl 0.0337 0.1105 -0.3595
Cl -1.7956 -1.6649 -6.9954
C -1.9868 -1.4087 -5.2696
C -0.9369 -1.7278 -4.4315
C -1.0201 -1.5339 -3.0475
N 0.0755 -1.7076 -2.2032
C 0.9741 -2.6330 -2.4747
O 0.9091 -3.6155 -3.2421
C 2.2943 -2.4657 -1.7231
C 3.2773 -3.4430 -1.8920
C 4.5069 -3.2689 -1.2875
C 4.7317 -2.1191 -0.5379
C 3.6930 -1.2094 -0.4219
N 2.5013 -1.3766 -0.9859
C -2.2250 -1.0255 -2.5103
C -3.2713 -0.7054 -3.3796
C -3.1573 -0.8829 -4.7453
Cl -4.5100 -0.4552 -5.7737
N -2.2812 -0.7701 -1.1300
C -3.4368 -0.9073 -0.5061
O -4.5159 -1.3832 -0.9199
C -3.4710 -0.4374 0.9496
C -4.6154 -0.7264 1.6963
C -4.7071 -0.2636 2.9949
C -3.6573 0.4802 3.5187
C -2.5565 0.7096 2.7096
N -2.4603 0.2650 1.4574
H -0.0252 -2.1252 -4.8505
H 3.0356 -4.2966 -2.5082
H 5.2880 -4.0122 -1.4046
H 5.6829 -1.9274 -0.0569
H 3.8230 -0.2953 0.1542
H -4.1949 -0.3253 -2.9726
H -5.3974 -1.2938 1.2133
H -5.5872 -0.4744 3.5930
H -3.6803 0.8656 4.5307
H -1.7014 1.2701 3.0752
N 2.2398 1.3686 3.0449
P 2.2360 -0.2897 2.4897
C 3.5595 -0.9480 3.6090
C 3.9511 -2.2706 3.3939
C 4.9622 -2.8445 4.1477
C 5.6208 -2.0954 5.1164
C 5.2518 -0.7757 5.3270
C 4.2259 -0.2066 4.5792
C 0.7968 -0.9037 3.4494
C -0.0105 -1.8610 2.8450
C -1.0879 -2.4091 3.5332
C -1.3648 -1.9925 4.8247
C -0.5657 -1.0274 5.4320
C 0.5098 -0.4858 4.7480
P 0.8251 2.3272 2.8445
C 1.1853 3.5769 4.1572
C 2.1058 4.6146 4.0201
C 2.3443 5.4937 5.0665
C 1.6584 5.3524 6.2677
C 0.7349 4.3283 6.4156
C 0.4998 3.4507 5.3633
C 1.1476 3.3506 1.3741
C 0.2680 4.4088 1.1392
C 0.4230 5.2183 0.0272
C 1.4581 4.9754 -0.8684
C 2.3225 3.9148 -0.6547
C 2.1652 3.1037 0.4628
H 3.1057 1.8300 2.7779
H 3.4608 -2.8510 2.6180
H 5.2476 -3.8742 3.9698
H 6.4212 -2.5380 5.6971
H 5.7597 -0.1834 6.0792
H 3.9248 0.8170 4.7701
H 0.1818 -2.1536 1.8182
H -1.7261 -3.1335 3.0430
H -2.2159 -2.4029 5.3548
H -0.7881 -0.6944 6.4393
H 1.1366 0.2668 5.2149
H 2.6295 4.7423 3.0786
H 3.0608 6.2970 4.9426
H 1.8379 6.0456 7.0810
H 0.1910 4.2153 7.3460
H -0.2259 2.6512 5.4763
H -0.5628 4.5825 1.8177
H -0.2881 6.0135 -0.1613
H 1.5586 5.5811 -1.7599
H 3.0770 3.6735 -1.3884
H 2.8071 2.2365 0.5756
C -1.1869 3.6726 -8.9031
C -0.5224 3.2063 -7.6338
C 0.3800 4.0181 -6.9540
C 0.9643 3.5972 -5.7650
C 0.6478 2.3503 -5.2525
C -0.2328 1.5162 -5.9301
C -0.8156 1.9485 -7.1088
S 1.3161 1.7759 -3.7035
O 2.3755 2.7194 -3.3835
O 1.7155 0.4172 -3.9656
N 0.1692 1.7531 -2.6367
C -0.7689 2.6821 -2.3154
C -1.2364 3.7617 -3.1041
C -2.2320 4.5750 -2.6126
C -2.7913 4.3359 -1.3591
C -2.2976 3.2457 -0.6634
N -1.3253 2.4638 -1.1069
H -0.7093 4.5735 -9.2921
H -2.2417 3.9008 -8.7318
H -1.1440 2.9035 -9.6768
H 0.6255 4.9958 -7.3579
H 1.6615 4.2232 -5.2219
H -0.4632 0.5413 -5.5192
H -1.5117 1.2951 -7.6236
H -0.8403 3.9402 -4.0900
H -2.5903 5.3961 -3.2252
H -3.5861 4.9475 -0.9538
H -2.7054 2.9715 0.3071

Forces on atoms 1 to 3 (eV/Å):
-0.08 0.01 0.05
-0.02 0.00 0.07
-0.09 -0.04 -0.05

The calculation puts the HOMO energy at -1.625 eV. The HOMO-LUMO gap comes out at 5.2 eV. Its charge is -2.


E readings, ordered: -7384.036850, -5668.839952, -9913.451881, -4941.179532 a.u.
Energy above the lowest of the compared OMol25 structures with the same formula, charge and spin readings, ordered: 0.0, 49.1, 1.5, 15.0 kcal/mol